[1]
52
Properties=species:S:1:pos:R:3:forces:R:3 method="wB97M-V/def2-TZVPD" smiles="CO[C@]1(C(=O)NC[C@H](C)C(C)C)CCN(C(=O)c2cncc(C#N)c2)C1" fmax_ha_per_bohr=0.009 relative_energy_ev=2.2910 multiplicity=1 orbital_gap_ev=9.573
C -2.505053 -1.484287 -0.347435 -0.1 0.0 0.0
O -1.105780 -1.289173 -0.313714 0.1 0.1 0.0
C -0.628329 -0.140702 0.381489 -0.1 0.0 -0.1
C 0.893388 -0.074681 0.195929 0.1 0.1 -0.2
O 1.503949 0.875544 0.660379 0.0 0.0 0.0
N 1.440149 -1.092405 -0.483403 -0.1 -0.2 0.2
C 2.865624 -1.320917 -0.683430 0.0 0.3 -0.3
C 3.760120 -1.032901 0.534351 0.0 -0.1 0.1
C 4.604316 0.212231 0.288391 0.1 0.1 0.0
C 4.600113 -2.269670 0.887456 0.1 -0.1 0.0
C 3.710985 -3.415355 1.365058 0.0 -0.1 0.0
C 5.650363 -1.969386 1.951084 0.1 0.0 0.0
C -0.981675 -0.162206 1.875761 -0.2 0.1 0.2
C -2.189767 0.783348 2.060731 0.4 -0.3 0.1
N -2.402408 1.387427 0.752123 -0.1 0.0 -0.3
C -3.655922 1.741986 0.379501 -0.1 -0.2 0.0
O -4.626582 1.578569 1.101203 0.0 0.1 0.1
C -3.848874 2.338874 -0.983532 0.2 0.1 0.0
C -2.992173 3.284615 -1.536255 0.1 0.0 0.1
N -3.194990 3.873215 -2.709852 0.0 0.0 0.0
C -4.274218 3.527156 -3.392676 0.0 0.1 -0.1
C -5.207447 2.608235 -2.918991 0.0 0.0 0.0
C -6.369560 2.288861 -3.699393 0.0 0.0 0.0
N -7.294303 2.031467 -4.328720 -0.1 0.0 0.0
C -4.995717 2.015302 -1.683374 -0.1 -0.1 0.0
C -1.260504 1.160963 -0.132678 0.0 -0.1 0.2
H -2.674419 -2.455192 -0.806811 0.0 0.0 0.0
H -2.946638 -1.492989 0.653337 0.0 0.0 0.0
H -3.011546 -0.726502 -0.952844 0.0 0.0 0.0
H 0.789243 -1.787159 -0.810159 0.0 0.0 0.0
H 2.959675 -2.360107 -0.995585 0.0 0.0 0.0
H 3.207537 -0.720117 -1.533634 0.0 0.0 0.1
H 3.116151 -0.829672 1.395293 0.0 0.0 0.0
H 5.360432 0.029686 -0.482225 0.0 0.0 0.0
H 3.970025 1.034554 -0.038396 0.0 0.0 0.0
H 5.115738 0.537088 1.193579 0.0 0.0 0.0
H 5.127583 -2.596053 -0.020395 0.0 0.0 0.0
H 3.175035 -3.128427 2.274156 0.0 0.0 0.0
H 2.966532 -3.710383 0.623483 0.0 0.0 0.0
H 4.306836 -4.299787 1.596010 0.0 0.0 0.0
H 5.186344 -1.550004 2.848557 0.0 0.0 0.0
H 6.172418 -2.882560 2.241883 0.0 0.0 0.0
H 6.400365 -1.262223 1.599036 0.0 0.0 0.0
H -1.211633 -1.181183 2.185709 0.0 0.0 0.0
H -0.135256 0.174763 2.469443 0.0 0.1 -0.1
H -3.084469 0.249965 2.371645 -0.1 0.1 0.0
H -1.968398 1.555356 2.797938 -0.1 0.0 0.1
H -2.107572 3.610603 -1.001226 0.0 -0.1 0.1
H -4.410435 4.005691 -4.355442 -0.1 0.0 0.0
H -5.711376 1.321230 -1.263372 0.0 0.0 0.0
H -0.528358 1.963622 -0.038338 0.0 0.0 -0.1
H -1.559504 1.043715 -1.171652 0.0 0.1 0.0

---

[2]
7
Properties=species:S:1:pos:R:3:forces:R:3 method="wB97M-V/def2-TZVPD" fmax_ha_per_bohr=0.119 total_charge=+1 relative_energy_ev=0.3121 multiplicity=5 orbital_gap_ev="7.970 / 8.242" s2=6.01
H 0.387981 -0.636765 -1.411952 -0.6 1.3 0.3
O -0.962688 0.705123 -0.425435 0.7 -0.2 -0.1
C 0.304505 0.174919 -0.607061 2.0 -1.1 -2.1
C 0.843166 -0.695651 0.506511 -4.3 0.8 4.3
O 0.038191 -0.773835 1.499555 4.7 -1.3 -2.7
H 1.091848 0.930468 -0.831065 -0.6 -0.3 0.0
Ir -1.703002 0.295741 1.269448 -1.8 0.8 0.4